Here is the ion C5H11N3 with charge +2 at a distorted geometry from the Open Molecules 2025 dataset. Energies are from the ωB97M-V functional and the def2-TZVPD basis.

Last column: natural (NBO) charge in e.
Geometry (Å):
N1 2.0284 0.0226 -0.1752  0.163
N2 0.8936 -0.2044 -0.0264  0.111
N3 -1.3483 0.2864 -0.1206  -0.273
C1 -1.0991 1.7103 -0.1977  -0.469
C2 -2.5670 -0.1105 -0.1280  0.155
C3 -0.4231 -2.1170 -0.0326  -0.669
C4 3.1440 0.4894 0.3993  -0.548
C5 -0.2894 -0.6181 -0.0640  0.358
H1 -0.7997 1.9726 -1.1944  0.262
H2 -0.3360 2.0908 0.4783  0.258
H3 0.5194 -2.6005 -0.1985  0.282
H4 -3.5146 0.5125 -0.3148  0.283
H5 -0.9431 -2.4615 -0.8949  0.277
H6 4.1735 0.0705 0.0718  0.357
H7 3.1029 0.6862 1.4600  0.261
H8 -2.0535 2.3524 0.0857  0.294
H9 -3.0201 -1.0907 0.0106  0.267
H10 3.3764 1.5146 -0.0289  0.351
H11 -0.8444 -2.5055 0.8702  0.280

Cartesian forces, eV/Å:
-2.178 -0.826 -3.045
1.667 1.417 0.755
-1.648 0.187 0.187
-1.527 3.168 0.474
-3.232 0.068 -0.350
-0.057 0.272 -0.200
4.053 2.199 1.579
0.639 -2.230 0.423
0.081 0.070 -0.617
0.138 -0.617 0.266
0.844 0.106 0.310
2.181 0.288 0.431
-1.081 -0.102 -0.687
-1.952 -0.274 0.240
-0.054 -0.493 0.554
1.849 -1.722 -0.712
1.466 -0.718 -0.036
-0.739 -0.692 -0.160
-0.448 -0.102 0.589

Summary:
E_HOMO (eV): -18.86
HOMO-LUMO gap (Eh): 0.32318
Electronic energy (eV): -9811.1119
SMILES: C=[N+](C)C(C)=[N+]=NC
Max |F| (eV Å⁻¹): 4.87
Net charge: +2